171
Properties=species:S:1:pos:R:3:forces:R:3:lowdin_charge:R:1 method="wB97M-V/def2-TZVPD" relative_energy_kj_mol=1.2 orbital_gap_ev=6.36 molar_mass_g_mol=1516.8 charge=-2 total_energy_ha=-9724.73869 largest_force_ev_per_a=1.17
In -0.262 -0.784 0.500 -0.2 -0.4 0.1 0.478
C 2.821 3.999 -2.787 0.0 0.0 0.0 -0.112
C 3.135 2.914 -1.980 0.0 0.1 -0.1 -0.079
C 2.134 2.177 -1.369 -0.1 -0.1 -0.1 -0.024
C 0.809 2.544 -1.554 -0.1 0.1 -0.4 -0.278
C 0.486 3.627 -2.368 -0.1 0.0 0.0 -0.046
C 1.492 4.351 -2.981 0.0 0.1 -0.1 -0.107
N -0.192 1.757 -0.921 -0.9 0.3 0.2 0.023
N -1.277 2.358 -0.789 1.1 -0.3 -0.2 0.086
C -2.315 1.624 -0.162 -0.3 0.0 -0.1 -0.307
C -3.501 2.354 -0.089 0.0 0.0 0.0 -0.074
C -4.637 1.779 0.447 -0.1 0.1 0.0 -0.120
C -4.571 0.463 0.878 -0.1 -0.1 0.0 -0.102
C -3.379 -0.245 0.795 -0.1 -0.1 0.1 -0.150
C -2.203 0.311 0.295 0.4 0.1 0.0 -0.150
H 3.606 4.556 -3.279 0.1 0.1 0.0 0.087
H 4.169 2.626 -1.839 0.0 0.0 0.0 0.098
H 2.354 1.315 -0.757 0.0 0.0 0.0 0.081
H -0.556 3.880 -2.510 0.0 0.0 0.0 0.100
H 1.238 5.186 -3.624 0.0 0.0 0.0 0.091
H -3.503 3.368 -0.468 0.0 0.1 0.0 0.097
H -5.563 2.339 0.510 0.0 0.0 0.0 0.086
H -5.456 -0.020 1.277 0.0 0.0 0.0 0.092
H -3.374 -1.282 1.108 0.0 0.0 0.0 0.024
C -4.276 0.950 -4.319 0.0 0.0 0.0 -0.048
C -3.135 0.136 -4.860 0.0 0.0 0.0 -0.260
C -3.304 -1.192 -5.218 0.0 0.1 0.0 -0.003
C -2.229 -1.979 -5.611 -0.1 0.0 0.1 -0.220
C -2.457 -3.392 -6.065 0.0 -0.1 -0.1 -0.049
C -0.950 -1.428 -5.595 0.0 0.0 0.1 -0.159
C -0.773 -0.064 -5.358 -0.1 0.1 0.1 -0.233
C 0.582 0.578 -5.440 0.0 0.0 0.0 -0.039
C -1.872 0.697 -4.988 0.0 0.0 0.0 -0.014
C 0.225 -2.304 -5.847 0.0 0.0 -0.2 -0.210
C 0.734 -2.327 -7.141 0.1 0.0 0.0 -0.054
C 1.825 -3.115 -7.463 0.0 0.0 0.0 -0.080
C 2.398 -3.890 -6.476 0.0 0.0 -0.1 -0.044
C 1.885 -3.893 -5.180 0.3 -0.1 -0.1 -0.223
C 0.793 -3.102 -4.841 -0.3 0.2 0.3 -0.170
Ge 0.095 -3.026 -2.956 -0.2 -0.1 0.0 0.032
S 0.229 -1.039 -2.163 0.1 0.2 -0.1 0.253
S 1.008 -4.593 -1.600 -0.2 0.0 0.4 0.368
Ge -1.105 -4.624 -0.799 0.0 0.0 -0.2 0.045
S -1.661 -3.193 0.685 0.2 0.0 0.3 0.281
S -1.941 -4.014 -2.826 0.5 0.3 0.1 0.382
C -1.752 -6.442 -0.236 0.3 0.2 0.1 -0.169
C -2.898 -6.997 -0.806 -0.1 0.0 -0.1 -0.226
C -3.401 -8.215 -0.363 -0.1 -0.1 -0.1 -0.044
C -2.783 -8.906 0.657 0.0 -0.1 0.1 -0.081
C -1.651 -8.367 1.238 0.0 0.0 0.0 -0.054
C -1.131 -7.151 0.809 -0.1 -0.2 0.0 -0.207
C 0.107 -6.677 1.485 0.0 0.1 0.0 -0.150
C 0.021 -5.949 2.671 0.0 0.1 0.0 -0.208
C -1.297 -5.744 3.356 -0.1 0.1 -0.1 -0.039
C 1.181 -5.425 3.223 0.1 0.0 0.0 0.006
C 2.424 -5.656 2.652 -0.1 -0.1 0.0 -0.262
C 3.661 -5.020 3.212 0.0 0.0 0.0 -0.052
C 2.496 -6.484 1.540 0.0 0.0 0.1 -0.008
C 1.353 -7.010 0.955 0.1 0.0 -0.1 -0.221
C 1.463 -7.945 -0.216 0.0 0.0 -0.1 -0.033
C -3.659 -6.319 -1.888 -0.2 -0.1 -0.1 -0.217
C -3.479 -6.701 -3.213 -0.1 -0.1 -0.1 -0.267
C -2.477 -7.757 -3.582 0.0 0.0 0.0 -0.033
C -4.212 -6.068 -4.209 0.0 0.0 0.0 -0.049
C -5.110 -5.056 -3.910 0.0 0.0 0.0 -0.285
C -5.846 -4.320 -4.993 -0.1 0.0 0.0 -0.059
C -5.287 -4.703 -2.579 0.0 0.0 -0.1 -0.027
C -4.574 -5.317 -1.562 -0.2 0.0 0.1 -0.245
C -4.748 -4.872 -0.140 0.0 0.0 0.0 -0.038
C 2.602 -4.766 -4.211 0.1 0.0 -0.1 -0.214
C 2.246 -6.104 -4.087 0.1 -0.2 -0.1 -0.264
C 1.004 -6.623 -4.748 0.0 0.0 -0.1 -0.028
C 3.006 -6.931 -3.269 0.0 0.0 -0.1 -0.045
C 4.094 -6.447 -2.561 0.0 0.0 0.0 -0.277
C 4.924 -7.355 -1.697 0.0 0.0 0.0 -0.060
C 4.401 -5.097 -2.661 0.0 -0.1 0.0 -0.018
C 3.668 -4.247 -3.475 0.0 0.0 0.0 -0.240
C 3.975 -2.778 -3.520 0.0 0.0 0.0 -0.018
H -5.228 0.443 -4.468 0.0 0.0 0.0 0.068
H -4.326 1.930 -4.796 0.0 0.0 0.0 0.071
H -4.146 1.110 -3.247 0.0 0.0 0.1 0.077
H -4.290 -1.636 -5.175 -0.1 0.0 0.0 0.091
H -3.510 -3.545 -6.299 0.0 0.0 0.0 0.061
H -2.179 -4.112 -5.296 0.0 -0.1 0.0 0.013
H -1.866 -3.617 -6.955 0.0 0.0 0.0 0.081
H 1.193 0.138 -6.229 0.0 0.0 0.0 0.068
H 1.104 0.438 -4.494 0.1 0.0 0.1 0.051
H 0.488 1.647 -5.621 0.0 0.1 0.0 0.073
H -1.724 1.741 -4.747 0.0 0.1 0.0 0.113
H 0.264 -1.704 -7.892 0.0 0.0 0.0 0.118
H 2.226 -3.119 -8.470 0.0 0.0 0.0 0.093
H 3.257 -4.514 -6.695 0.0 0.0 0.0 0.117
H -4.296 -8.609 -0.829 0.0 0.0 0.0 0.116
H -3.180 -9.855 0.998 0.0 0.0 0.0 0.093
H -1.144 -8.891 2.040 0.0 0.0 0.0 0.119
H -1.810 -6.695 3.517 0.0 0.0 0.0 0.073
H -1.938 -5.108 2.747 -0.1 0.1 -0.1 0.042
H -1.148 -5.256 4.317 0.0 0.1 0.1 0.072
H 1.109 -4.806 4.110 0.0 0.0 0.1 0.112
H 3.481 -4.637 4.217 0.0 0.0 0.0 0.069
H 3.962 -4.184 2.584 0.1 0.1 -0.1 0.081
H 4.490 -5.731 3.250 0.0 0.0 0.0 0.069
H 3.461 -6.706 1.101 0.1 0.0 0.0 0.104
H 2.459 -8.384 -0.251 0.1 0.0 0.0 0.063
H 1.296 -7.418 -1.159 0.0 0.0 0.0 0.048
H 0.729 -8.750 -0.150 0.0 0.0 0.0 0.077
H -1.596 -7.703 -2.943 0.0 0.0 0.0 0.076
H -2.159 -7.634 -4.616 0.0 0.0 -0.1 0.073
H -2.902 -8.759 -3.472 0.0 0.0 0.0 0.081
H -4.040 -6.341 -5.243 0.0 0.0 -0.1 0.112
H -5.654 -4.763 -5.969 0.0 0.0 -0.1 0.069
H -5.527 -3.279 -5.028 0.0 0.0 0.0 0.052
H -6.924 -4.329 -4.818 0.0 0.0 0.0 0.074
H -5.972 -3.903 -2.328 -0.1 0.1 0.0 0.118
H -5.660 -4.287 -0.034 -0.1 0.1 0.0 0.075
H -3.904 -4.251 0.175 -0.1 0.0 0.0 0.000
H -4.792 -5.724 0.539 0.0 0.0 0.1 0.082
H 0.872 -6.205 -5.746 0.0 0.0 0.0 0.079
H 0.132 -6.326 -4.161 -0.1 0.1 0.1 0.062
H 1.021 -7.711 -4.816 0.0 -0.1 0.0 0.077
H 2.720 -7.971 -3.163 0.0 -0.1 0.0 0.111
H 4.414 -8.300 -1.519 0.0 -0.1 0.0 0.059
H 5.131 -6.895 -0.732 0.0 0.0 0.1 0.068
H 5.884 -7.576 -2.169 0.0 0.0 0.0 0.073
H 5.217 -4.690 -2.076 0.1 0.0 0.1 0.115
H 4.801 -2.538 -2.853 0.0 0.0 0.0 0.076
H 3.108 -2.192 -3.207 0.0 0.1 0.1 0.067
H 4.232 -2.457 -4.532 0.0 0.0 0.0 0.082
O 2.020 -0.197 0.454 -0.6 0.0 0.1 -0.255
N 2.508 -1.351 0.580 0.7 -0.5 0.0 -0.206
O 1.689 -2.268 0.605 0.0 0.4 -0.1 -0.190
C 2.343 3.613 4.681 0.0 0.0 0.0 -0.131
N 1.953 2.714 3.624 -0.4 0.2 -0.1 -0.297
C 3.052 1.991 3.017 0.1 -0.1 0.0 -0.103
P 0.562 2.954 2.727 0.0 0.4 0.2 0.552
O 0.509 2.052 1.573 0.2 -0.2 0.0 -0.252
N 0.449 4.542 2.172 0.0 -0.3 0.3 -0.293
C 0.211 5.677 3.026 -0.1 0.0 0.0 -0.144
C 1.144 4.865 0.946 0.0 0.1 -0.1 -0.104
N -0.688 2.907 3.817 0.4 0.0 0.0 -0.295
C -1.993 2.849 3.179 -0.3 0.1 -0.1 -0.101
C -0.620 2.211 5.087 0.0 -0.1 0.1 -0.104
H 2.684 3.051 5.559 0.0 0.0 0.0 0.083
H 1.504 4.234 4.988 -0.1 0.0 0.1 0.061
H 3.162 4.276 4.364 0.0 0.0 0.0 0.080
H 3.517 1.337 3.759 0.0 0.0 0.0 0.083
H 3.816 2.684 2.640 0.0 0.0 0.0 0.082
H 2.681 1.382 2.197 0.0 0.0 -0.1 0.052
H -0.342 5.366 3.909 0.0 0.0 0.0 0.067
H -0.387 6.423 2.493 0.0 0.0 0.0 0.077
H 1.141 6.170 3.342 0.1 0.0 0.0 0.072
H 1.291 3.959 0.363 0.0 0.1 0.0 0.052
H 2.120 5.332 1.143 0.0 0.0 0.0 0.083
H 0.546 5.563 0.352 0.0 0.0 0.0 0.086
H -1.981 3.437 2.262 -0.1 0.0 0.0 0.074
H -2.744 3.264 3.855 -0.1 0.0 0.0 0.084
H -2.259 1.818 2.920 -0.1 0.1 0.0 0.087
H 0.330 1.700 5.203 0.2 -0.1 0.1 0.067
H -1.398 1.446 5.131 0.0 -0.1 0.0 0.080
H -0.763 2.908 5.922 0.0 -0.1 0.0 0.075
F 0.188 -2.019 6.807 0.0 0.1 -0.4 -0.009
C 0.097 -1.697 5.466 -0.1 0.0 0.2 -0.299
C -1.136 -1.731 4.847 0.1 0.0 0.2 -0.046
C -1.204 -1.397 3.498 0.0 0.0 0.0 -0.153
C -0.085 -1.039 2.745 0.0 0.2 -0.3 -0.212
C 1.124 -1.011 3.436 0.1 0.0 -0.1 -0.128
C 1.238 -1.335 4.783 0.0 0.0 0.2 -0.044
H -2.013 -2.032 5.406 0.0 0.0 0.0 0.105
H -2.171 -1.462 3.015 -0.1 0.0 0.0 0.062
H 2.034 -0.761 2.906 0.1 0.0 0.0 0.067
H 2.194 -1.324 5.293 0.0 0.0 0.0 0.104